Entry 1:
{
  "formula": "C4H4N2O2",
  "method": "ωB97M-V/def2-TZVPD",
  "elements": ["O", "C", "C", "C", "N", "O", "N", "C", "H", "H", "H", "H"],
  "xyz": [[1.4723, 2.5087, -0.0087], [0.7892, 1.5225, -0.0235], [0.4316, 0.6569, -1.1899], [-0.2653, -0.5057, -0.9397], [-0.6714, -0.9607, 0.2909], [-1.3414, -2.1656, 0.3886], [-0.4121, -0.2476, 1.3734], [0.2605, 0.8779, 1.2913], [0.6068, 0.8546, -2.2287], [-0.4917, -1.1591, -1.7414], [-0.7162, -2.8357, 0.6002], [0.3377, 1.4539, 2.1874]],
  "smiles": "O=c1ccn(O)nc1",
  "e_above_lowest_kcal_mol": 86.1
}



Entry 2:
{
  "formula": "C8H29CaN10O7",
  "method": "ωB97M-V/def2-TZVPD",
  "elements": ["Ca", "C", "C", "O", "H", "H", "H", "H", "H", "C", "O", "H", "H", "H", "H", "C", "O", "N", "N", "H", "H", "H", "H", "C", "O", "N", "N", "H", "H", "H", "H", "C", "O", "N", "N", "H", "H", "H", "H", "C", "O", "N", "N", "H", "H", "H", "H", "C", "O", "N", "N", "H", "H", "H", "H"],
  "xyz": [[-0.0460, 0.1439, -0.6469], [2.1592, 3.1285, -2.8850], [1.0604, 2.9191, -1.8652], [-0.0028, 1.9474, -2.1305], [2.7443, 2.2117, -2.9566], [2.9049, 3.9086, -2.7316], [1.6282, 3.3933, -3.7993], [0.6480, 3.9142, -1.6983], [1.5073, 2.6413, -0.9107], [2.9834, -1.4714, 0.2801], [2.4502, -0.3421, -0.3159], [3.9584, -1.7481, -0.1209], [3.0281, -1.3759, 1.3650], [2.4519, -2.3696, -0.0341], [3.1384, 0.3272, -0.3207], [-0.3309, -1.8528, 1.9715], [-0.1889, -1.5392, 0.7821], [-1.1888, -1.2287, 2.6776], [0.3007, -2.7071, 2.6017], [-1.6926, -0.5238, 2.1586], [-1.5779, -1.6878, 3.4887], [0.2491, -2.6628, 3.6094], [1.1118, -3.1232, 2.1669], [-2.2872, 2.0108, 1.4221], [-2.0735, 0.9150, 0.9370], [-2.0680, 3.1562, 0.7636], [-2.6604, 2.1435, 2.6732], [-1.7351, 3.1503, -0.1899], [-2.0742, 4.0787, 1.1748], [-2.7099, 3.0056, 3.1971], [-2.7617, 1.3007, 3.2204], [-3.0812, -1.0426, -1.7533], [-1.8531, -1.0362, -1.4125], [-3.5131, -1.3104, -2.9074], [-4.0515, -0.7935, -0.9136], [-2.8534, -1.8514, -3.4480], [-4.5103, -1.3580, -3.0606], [-3.7578, -0.4268, -0.0195], [-5.0276, -0.9299, -1.1344], [0.7918, -2.6582, -2.5762], [0.6332, -1.4636, -2.4206], [0.3528, -3.5579, -1.7551], [1.5865, -3.1649, -3.5034], [0.6686, -4.5171, -1.7678], [-0.2759, -3.2062, -1.0471], [2.0222, -2.6669, -4.2664], [1.6226, -4.1669, -3.6250], [1.2642, 1.4125, 2.2895], [0.6804, 1.2317, 1.1991], [1.8833, 0.5969, 3.0657], [1.3420, 2.5661, 2.8134], [2.3007, 0.9631, 3.9093], [1.9381, -0.3514, 2.7222], [1.9533, 2.8372, 3.5703], [0.9575, 3.2306, 2.1571]],
  "e_above_lowest_kcal_mol": 68.8,
  "total_charge": 1
}



Entry 3:
{
  "formula": "C10H23FIN3O5P",
  "method": "ωB97M-V/def2-TZVPD",
  "elements": ["N", "P", "O", "N", "C", "C", "F", "C", "I", "C", "O", "O", "H", "H", "H", "H", "H", "H", "H", "H", "C", "O", "C", "C", "N", "C", "C", "O", "C", "H", "H", "H", "H", "H", "H", "H", "H", "H", "H", "H", "H", "H", "H", "H"],
  "xyz": [[0.9006, 1.3242, 4.3323], [-0.3608, 0.5727, 3.3213], [0.1772, 0.4255, 1.6336], [-0.6967, -1.1375, 3.8325], [0.4944, -1.7556, 4.5217], [0.7286, -3.3658, 4.1291], [2.1833, -3.6999, 4.2625], [-1.9126, -1.0116, 4.7177], [-2.4306, -2.7769, 5.8930], [-3.2211, -0.7251, 3.7165], [-3.6871, 0.5032, 3.4321], [-3.9784, -1.8761, 3.1218], [1.8117, 1.1068, 3.8267], [0.9742, 0.8997, 5.2849], [0.5680, 1.3301, 1.4476], [0.4856, -1.6333, 5.7031], [1.5092, -1.2327, 4.1719], [0.4058, -3.6100, 3.0315], [0.1515, -4.0870, 4.8729], [-1.8218, -0.0605, 5.3922], [1.7450, 2.7019, -1.8035], [0.6396, 1.8809, -1.4507], [-0.6053, 2.3264, -2.0047], [-1.0707, 1.3878, -3.1318], [-0.2307, 1.5171, -4.3245], [-0.4165, 0.4470, -5.3097], [-0.1522, -1.0050, -4.8596], [1.2217, -1.2956, -4.5932], [1.6726, -0.8829, -3.3103], [2.5900, 2.4249, -1.1673], [2.0404, 2.5346, -2.8417], [1.5245, 3.7610, -1.6435], [-0.5579, 3.3675, -2.3405], [-1.3387, 2.2794, -1.1925], [-2.1086, 1.6288, -3.3944], [-1.0465, 0.3708, -2.7333], [0.7410, 1.5143, -4.0400], [0.2611, 0.6696, -6.1413], [-1.4352, 0.5145, -5.7095], [-0.4312, -1.6553, -5.6975], [-0.7868, -1.3146, -4.0231], [0.8987, -0.9787, -2.5437], [2.0513, 0.1387, -3.3599], [2.5135, -1.5233, -3.0285]],
  "total_charge": -1
}



Entry 4:
{
  "formula": "C25H64HgO27S8",
  "method": "ωB97M-V/def2-TZVPD",
  "elements": ["Hg", "C", "O", "O", "O", "O", "S", "O", "O", "C", "C", "C", "H", "H", "H", "H", "H", "H", "H", "H", "O", "S", "O", "O", "C", "C", "C", "H", "H", "H", "H", "H", "H", "H", "H", "O", "S", "O", "O", "C", "C", "C", "H", "H", "H", "H", "H", "H", "H", "H", "O", "S", "O", "O", "C", "C", "C", "H", "H", "H", "H", "H", "H", "H", "H", "O", "S", "O", "O", "C", "C", "C", "H", "H", "H", "H", "H", "H", "H", "H", "O", "S", "O", "O", "C", "C", "C", "H", "H", "H", "H", "H", "H", "H", "H", "O", "S", "O", "O", "C", "C", "C", "H", "H", "H", "H", "H", "H", "H", "H", "O", "S", "O", "O", "C", "C", "C", "H", "H", "H", "H", "H", "H", "H", "H"],
  "xyz": [[13.2197, -33.2380, 15.6420], [15.5363, -31.7344, 15.8801], [15.6102, -32.9521, 15.4353], [16.5250, -31.2250, 16.4579], [14.3418, -31.2623, 15.8721], [20.4663, -33.8522, 17.9033], [19.4381, -34.8639, 17.9735], [19.4232, -35.9660, 17.0465], [19.4305, -35.3838, 19.5478], [18.8649, -36.6534, 19.7885], [19.5828, -37.3874, 20.9460], [17.7854, -34.1359, 18.0039], [18.9468, -37.3221, 18.9277], [17.7816, -36.5690, 19.9228], [20.5298, -36.9270, 21.2032], [19.7293, -38.4233, 20.6321], [18.8462, -37.5373, 21.7366], [17.7459, -33.3527, 18.7599], [17.0608, -34.9160, 18.2300], [17.6651, -33.6775, 17.0204], [19.6716, -28.1626, 16.8410], [18.7994, -27.4035, 15.9534], [18.1790, -26.1615, 16.3393], [19.6710, -27.1535, 14.5886], [20.4822, -28.2630, 14.1155], [20.3854, -28.2332, 12.5998], [17.5136, -28.5142, 15.2704], [20.1169, -29.2305, 14.4587], [21.4929, -28.0956, 14.4821], [19.3382, -28.1416, 12.3130], [20.8933, -29.1092, 12.2042], [20.8256, -27.2920, 12.2637], [16.6793, -28.5179, 15.9636], [17.9984, -29.4867, 15.2393], [17.2320, -28.1715, 14.2791], [11.6848, -31.8898, 16.8939], [10.5087, -31.4434, 17.5909], [9.3696, -32.3131, 17.8288], [11.0370, -30.8752, 19.0024], [10.0854, -30.3315, 19.9185], [10.1626, -31.1414, 21.2117], [9.9257, -29.8699, 16.8601], [9.0628, -30.2462, 19.5475], [10.3357, -29.2903, 20.1343], [10.1255, -32.2185, 21.0916], [9.4038, -30.7889, 21.9143], [11.0830, -30.8510, 21.7239], [9.6811, -29.9847, 15.8064], [10.7323, -29.1535, 16.9885], [9.0218, -29.6093, 17.4035], [13.3264, -25.6556, 14.8498], [12.9756, -27.0471, 14.9692], [11.6710, -27.5390, 14.5868], [14.1018, -27.8878, 14.1530], [13.7276, -29.1955, 13.7364], [13.1790, -29.2002, 12.3117], [13.4347, -27.7328, 16.5947], [13.0310, -29.6353, 14.4503], [14.6225, -29.8141, 13.8042], [12.9040, -30.2305, 12.0750], [13.9336, -28.8607, 11.6032], [12.3045, -28.5600, 12.2115], [13.5612, -28.8100, 16.4640], [12.6438, -27.5823, 17.3274], [14.3976, -27.3130, 16.8688], [19.6661, -30.3278, 21.2528], [18.5736, -30.6051, 20.3616], [17.6251, -31.6283, 20.7134], [17.7775, -29.2013, 20.1032], [16.4834, -29.3164, 19.5465], [16.1252, -27.9849, 18.9302], [19.1801, -30.8209, 18.6851], [15.7166, -29.5753, 20.2844], [16.3917, -30.1131, 18.8015], [16.5159, -27.1319, 19.4895], [15.0578, -27.7603, 19.0169], [16.4217, -27.8720, 17.8913], [18.3676, -30.8777, 17.9594], [19.8782, -31.6554, 18.6886], [19.7049, -29.9026, 18.4212], [19.6649, -33.2728, 12.0688], [19.6762, -32.3160, 13.1600], [20.8875, -31.7132, 13.6495], [18.7300, -31.0610, 12.7350], [17.4189, -31.3507, 12.2535], [16.9525, -30.0742, 11.5705], [18.7554, -33.0442, 14.4801], [16.7765, -31.6078, 13.0986], [17.3388, -32.0941, 11.4575], [15.9268, -30.2672, 11.2491], [17.5957, -29.7798, 10.7449], [16.9238, -29.2487, 12.2835], [18.6743, -32.2808, 15.2545], [19.3183, -33.8761, 14.9024], [17.8126, -33.3553, 14.0399], [14.5200, -34.9199, 19.8417], [13.8214, -33.8076, 19.2394], [13.4823, -33.8816, 17.8323], [12.4759, -33.4981, 20.0961], [12.1484, -34.4132, 21.1558], [12.9253, -34.0997, 22.4308], [14.7176, -32.2666, 19.3984], [12.3803, -35.4434, 20.8848], [11.0756, -34.3824, 21.3336], [12.6737, -34.8367, 23.1993], [12.7127, -33.1215, 22.8610], [14.0008, -34.2447, 22.3301], [14.1558, -31.4410, 18.9642], [15.5098, -32.4405, 18.6634], [15.0211, -32.1786, 20.4367], [13.9842, -35.4852, 15.4596], [14.9394, -36.4745, 15.9037], [15.1292, -36.7875, 17.3069], [14.5362, -37.8226, 15.1128], [13.6672, -38.7592, 15.8233], [13.3002, -39.7693, 14.7467], [16.5179, -36.1342, 15.1611], [12.7565, -38.2359, 16.1181], [14.2438, -39.1091, 16.6761], [14.1520, -40.1910, 14.2189], [12.6336, -39.3264, 14.0093], [12.7500, -40.5474, 15.2827], [17.2192, -36.7690, 15.6972], [16.6903, -35.0585, 15.2102], [16.5049, -36.3997, 14.1046]],
  "e_above_lowest_kcal_mol": 24.4
}



Entry 5:
{
  "formula": "C15H37NO9P3S",
  "method": "ωB97M-V/def2-TZVPD",
  "elements": ["C", "C", "C", "C", "C", "N", "C", "P", "P", "O", "O", "O", "P", "S", "C", "O", "O", "H", "H", "H", "H", "H", "H", "H", "H", "H", "H", "H", "H", "H", "H", "H", "H", "H", "C", "O", "C", "C", "O", "C", "H", "H", "H", "H", "H", "H", "H", "H", "H", "H", "C", "O", "C", "C", "O", "C", "H", "H", "H", "H", "H", "H", "H", "H", "H", "H"],
  "xyz": [[1.0114, -1.4982, -0.7154], [0.0117, -2.2721, 0.1689], [-1.0182, -3.0216, -0.6627], [-2.1854, -3.7019, 0.1389], [-2.1590, -3.4487, 1.6346], [-3.4968, -3.4981, -0.4932], [-4.3704, -2.4072, -0.0721], [-3.6077, -0.6819, -0.1139], [-3.8772, 0.3888, 1.7481], [-3.5169, 1.7940, 1.4490], [-2.9290, -0.1349, 2.9449], [-5.3760, 0.3081, 2.2616], [-5.6359, -2.3804, -1.4566], [-4.9186, -1.7197, -3.1617], [-5.2441, -2.7048, 1.1839], [-4.8164, -2.4047, 2.2994], [-6.3416, -3.2361, 0.8768], [0.5772, -0.5301, -0.9483], [1.9733, -1.3875, -0.2204], [1.1804, -2.0721, -1.6260], [-0.4395, -1.5464, 0.8445], [0.5633, -2.9685, 0.8006], [-1.4684, -2.3557, -1.4028], [-0.4740, -3.7906, -1.2128], [-1.9861, -4.7736, 0.0523], [-1.2052, -3.7739, 2.0506], [-2.3101, -2.4181, 1.9290], [-2.9140, -4.0736, 2.1022], [-3.3737, -3.4288, -1.4982], [-2.2128, -0.8201, -0.0372], [-2.0044, -0.0408, 2.6908], [-5.3984, 0.6705, 3.1579], [-6.0452, -3.7088, -1.5446], [-6.7240, -1.6651, -0.9601], [4.4649, 3.2990, -1.3133], [5.5485, 2.5569, -1.8466], [5.5348, 1.1907, -1.4659], [4.9497, 0.3002, -2.5408], [3.5832, 0.5820, -2.7767], [3.3582, 1.3998, -3.9107], [4.3914, 4.2277, -1.8769], [3.5198, 2.7586, -1.4000], [4.6474, 3.5402, -0.2599], [4.9844, 1.0619, -0.5285], [6.5738, 0.8935, -1.2911], [5.0129, -0.7389, -2.2020], [5.5269, 0.3877, -3.4672], [3.4381, 0.8085, -4.8296], [4.0625, 2.2335, -3.9568], [2.3470, 1.7956, -3.8350], [-0.5849, 2.1095, 0.9489], [0.6154, 1.3816, 1.2196], [1.7563, 1.8788, 0.5508], [2.6077, 2.7528, 1.4470], [1.9366, 3.9368, 1.8424], [1.3521, 3.8523, 3.1294], [-1.3239, 1.8530, 1.6994], [-0.4258, 3.1892, 0.9790], [-0.9807, 1.8276, -0.0312], [1.4649, 2.4273, -0.3513], [2.3532, 1.0131, 0.2405], [3.5018, 3.0604, 0.8933], [2.9340, 2.1850, 2.3249], [2.1181, 3.9686, 3.9054], [0.8305, 2.9048, 3.2759], [0.6327, 4.6644, 3.2185]],
  "total_charge": -1
}



Entry 6:
{
  "formula": "C6H10",
  "method": "ωB97M-V/def2-TZVPD",
  "elements": ["C", "C", "C", "C", "C", "C", "H", "H", "H", "H", "H", "H", "H", "H", "H", "H"],
  "xyz": [[-3.0604, 0.0873, 0.2151], [-1.8614, -0.4364, -0.1462], [-0.6278, 0.3084, 0.0311], [0.5041, -0.0401, -0.5388], [1.8224, 0.6119, -0.2666], [2.6490, -0.4612, 0.4651], [-3.0331, 0.8808, 1.0299], [-4.0392, -0.4676, 0.3431], [-1.8656, -1.3065, -0.6847], [-0.7509, 1.2665, 0.5484], [0.5474, -0.9011, -1.1677], [1.6371, 1.4627, 0.3611], [2.3319, 1.0672, -1.1113], [2.1278, -0.7329, 1.3824], [3.8099, -0.3203, 0.8380], [2.6791, -1.3675, -0.0981]],
  "smiles": "C=C/C=C/CC",
  "e_above_lowest_kcal_mol": 41.3
}



Entry 7:
{
  "formula": "C26H23N3O4S",
  "method": "ωB97M-V/def2-TZVPD",
  "elements": ["C", "C", "C", "C", "C", "C", "C", "C", "C", "C", "O", "N", "C", "C", "C", "C", "S", "O", "O", "N", "C", "C", "O", "C", "C", "C", "C", "C", "C", "C", "C", "N", "C", "C", "H", "H", "H", "H", "H", "H", "H", "H", "H", "H", "H", "H", "H", "H", "H", "H", "H", "H", "H", "H", "H", "H", "H"],
  "xyz": [[-6.7455, -3.7680, 0.5753], [-7.0321, -2.4094, -0.0683], [-5.8008, -1.5519, -0.0482], [-5.5101, -0.7515, 1.0513], [-4.3593, 0.0074, 1.0887], [-3.4637, -0.0053, 0.0192], [-2.2585, 0.8268, 0.0911], [-1.6009, 1.2792, -1.0795], [-0.4747, 2.0534, -0.9683], [0.2115, 2.4960, -2.2158], [-0.3462, 3.1175, -3.0911], [1.5436, 2.1768, -2.3508], [2.3870, 1.4463, -1.5232], [1.9382, 0.3593, -0.7704], [2.8145, -0.3155, 0.0581], [4.1374, 0.0764, 0.1211], [5.2806, -0.7804, 1.1843], [6.0819, 0.1634, 1.8965], [4.5978, -1.8091, 1.9050], [6.3549, -1.4749, 0.0719], [6.1836, -2.5268, -0.7982], [4.7876, -3.0788, -0.8339], [7.0985, -2.9241, -1.4744], [4.6088, 1.1277, -0.6423], [3.7372, 1.8079, -1.4678], [-0.0218, 2.4464, 0.3195], [1.0598, 3.3153, 0.5570], [1.4415, 3.6120, 1.8366], [0.7558, 3.0654, 2.9324], [-0.3210, 2.2480, 2.7372], [-0.7448, 1.9256, 1.4300], [-1.8213, 1.1365, 1.2898], [-3.7472, -0.8163, -1.0779], [-4.8985, -1.5790, -1.1045], [-7.6377, -4.3897, 0.5640], [-6.4247, -3.6380, 1.6063], [-5.9553, -4.2838, 0.0343], [-7.8364, -1.9149, 0.4801], [-7.3624, -2.5614, -1.0978], [-6.1988, -0.7227, 1.8837], [-4.1330, 0.6301, 1.9400], [-1.9768, 1.0212, -2.0571], [1.9861, 2.6449, -3.1345], [0.9122, 0.0378, -0.8384], [2.4863, -1.1474, 0.6603], [7.2933, -1.1044, 0.1273], [4.7908, -4.0184, -1.3796], [4.4239, -3.2257, 0.1793], [4.1314, -2.3731, -1.3409], [5.6463, 1.4103, -0.5684], [4.0911, 2.6340, -2.0666], [1.5767, 3.7640, -0.2785], [2.2741, 4.2769, 2.0106], [1.0804, 3.3096, 3.9326], [-0.8795, 1.8346, 3.5620], [-3.0591, -0.8746, -1.9083], [-5.1027, -2.2057, -1.9613]],
  "smiles": "CCc1ccc(-c2cc(C(=O)Nc3ccc(S(=O)(=O)NC(C)=O)cc3)c3ccccc3n2)cc1",
  "e_above_lowest_kcal_mol": 5.4
}



Entry 8:
{
  "formula": "C7H4ClN3S",
  "method": "ωB97M-V/def2-TZVPD",
  "elements": ["C", "C", "C", "S", "C", "N", "C", "Cl", "C", "C", "N", "N", "H", "H", "H", "H"],
  "xyz": [[-0.3535, 0.2746, 0.3371], [0.6672, -0.4836, -0.4107], [0.6414, -0.8269, -1.6870], [1.9619, -1.7933, -2.3111], [2.5542, -1.8404, -0.6770], [3.5008, -2.5724, -0.0844], [3.3978, -2.2658, 1.2260], [4.3927, -2.8592, 2.4301], [2.2971, -1.5027, 1.5052], [1.7746, -0.9843, 2.7038], [1.5896, -0.6074, 3.7701], [1.7713, -1.1273, 0.2327], [-1.2731, -0.2814, 0.1592], [-0.6893, 1.1832, -0.0291], [0.0070, 0.2889, 1.4715], [0.1445, -0.4201, -2.5407]],
  "smiles": "Cc1csc2nc(Cl)c(C#N)n12"
}



Calculated Kohn-Sham gap (eV), listed in the same order as above: 9.58 6.72 6.52 6.16 7.39 9.70 8.14 9.22
Calculated E_LUMO (eV), listed in the same order as above: 0.458 -2.258 2.433 -2.563 2.288 1.006 -0.465 0.328
Calculated electronic energy (eV), listed in the same order as above: -11284.8039 -56439.9147 -45554.0453 -173096.5552 -74775.6865 -6382.0685 -50832.1468 -35150.3876